Entry 1:
Computed, not measured: a 10-piece molecular cluster, C15H13Cl36FO2Si overall at a distorted geometry, with the ωB97M-V functional and the def2-TZVPD basis.

Last column: natural (NBO) charge in e.
Cartesian coordinates (Å):
C  1.19  -0.66  0.52  -0.737
C  0.96  0.41  -0.49  0.818
O  1.31  0.25  -1.56  -0.533
O  0.40  1.60  -0.14  -0.559
C  -1.03  1.58  -0.36  -0.071
C  -1.78  0.90  0.77  -0.443
C  -3.22  0.52  0.42  -0.396
C  -3.43  -0.96  0.04  -0.897
Si  -2.44  -1.61  -1.41  1.513
F  -3.35  -1.43  -2.71  -0.646
H  0.98  -0.35  1.53  0.223
H  0.53  -1.48  0.29  0.238
H  2.20  -1.01  0.48  0.246
H  -1.27  1.19  -1.33  0.185
H  -1.33  2.61  -0.36  0.199
H  -1.81  1.59  1.59  0.219
H  -1.30  0.01  1.15  0.201
H  -3.78  0.66  1.33  0.210
H  -3.67  1.19  -0.29  0.207
H  -3.27  -1.60  0.89  0.235
H  -4.46  -1.05  -0.25  0.249
H  -1.10  -1.04  -1.57  -0.231
H  -2.28  -3.06  -1.23  -0.239
C  -6.88  1.57  1.32  -0.227
Cl  -8.45  2.32  1.62  0.065
Cl  -6.41  0.61  2.73  0.053
Cl  -6.98  0.53  -0.10  0.054
Cl  -5.68  2.83  1.04  0.054
C  3.29  0.66  -4.38  -0.222
Cl  3.96  -0.18  -2.98  0.060
Cl  1.85  -0.19  -4.94  0.057
Cl  2.86  2.31  -3.91  0.058
Cl  4.48  0.71  -5.68  0.048
C  5.61  -1.45  2.60  -0.225
Cl  4.61  -0.34  3.54  0.060
Cl  5.20  -1.31  0.88  0.060
Cl  7.31  -1.07  2.83  0.068
Cl  5.30  -3.11  3.14  0.060
C  4.60  -3.41  -5.60  -0.227
Cl  5.07  -4.98  -6.27  0.052
Cl  5.85  -2.21  -5.95  0.054
Cl  3.08  -2.88  -6.33  0.060
Cl  4.41  -3.57  -3.85  0.062
C  8.03  -3.95  -1.53  -0.229
Cl  7.00  -2.86  -0.60  0.046
Cl  7.64  -3.81  -3.24  0.058
Cl  9.72  -3.52  -1.26  0.048
Cl  7.75  -5.62  -1.00  0.050
C  7.08  1.45  6.19  -0.227
Cl  8.06  0.00  6.38  0.058
Cl  7.47  2.60  7.48  0.059
Cl  7.40  2.20  4.62  0.059
Cl  5.37  1.02  6.30  0.055
C  -10.09  5.89  2.78  -0.228
Cl  -8.87  5.53  4.00  0.059
Cl  -9.31  6.61  1.36  0.060
Cl  -10.91  4.40  2.31  0.054
Cl  -11.27  7.03  3.44  0.062
C  -4.76  -4.77  -4.17  -0.227
Cl  -3.53  -5.12  -2.96  0.057
Cl  -4.00  -4.09  -5.61  0.061
Cl  -5.60  -6.27  -4.60  0.055
Cl  -5.93  -3.62  -3.52  0.057
C  -0.54  4.34  3.38  -0.230
Cl  -0.84  3.22  4.72  0.048
Cl  -2.05  5.15  2.94  0.048
Cl  0.65  5.55  3.88  0.057
Cl  0.07  3.44  2.00  0.076

Computed properties:
* maximum force: 6.76 eV Å⁻¹
* electronic energy: -481260.954 eV
* SMILES string: CC(=O)OCCCC[SiH2]F.ClC(Cl)(Cl)Cl.ClC(Cl)(Cl)Cl.ClC(Cl)(Cl)Cl.ClC(Cl)(Cl)Cl.ClC(Cl)(Cl)Cl.ClC(Cl)(Cl)Cl.ClC(Cl)(Cl)Cl.ClC(Cl)(Cl)Cl.ClC(Cl)(Cl)Cl
* multiplicity: 1
* molar mass: 1548.66 g/mol



Entry 2:
Computed, not measured: a 2-piece molecular cluster, C15H13ClF2N4O4 overall at a distorted geometry, with the ωB97M-V functional and the def2-TZVPD basis.

Last column: natural (NBO) charge in e.
Cartesian coordinates (Å):
O  6.57  -1.22  0.40  -0.491
C  6.06  -0.90  -0.63  0.573
Cl  5.15  -2.17  -1.54  -0.062
C  6.24  0.58  -1.15  -0.537
C  4.85  1.28  -1.41  0.189
C  4.80  2.63  -2.05  0.013
N  3.68  3.36  -2.31  -0.336
C  2.56  2.63  -1.91  0.087
C  1.22  3.28  -2.13  -0.176
C  -0.02  2.61  -1.79  -0.208
C  0.00  1.23  -1.21  0.145
N  -1.31  0.60  -0.93  -0.522
C  -1.23  -0.26  0.25  0.960
O  -1.71  0.09  1.27  -0.484
F  -0.64  -1.51  0.22  -0.327
C  -1.54  -0.30  -2.09  0.957
O  -0.91  -0.12  -3.08  -0.511
F  -2.44  -1.33  -2.02  -0.308
C  1.28  0.59  -0.97  -0.234
C  2.57  1.29  -1.32  0.204
N  3.74  0.60  -1.03  -0.394
H  6.90  0.55  -2.05  0.257
H  6.77  1.14  -0.32  0.264
H  5.78  3.09  -2.35  0.208
H  1.14  4.31  -2.56  0.243
H  -1.02  3.08  -1.97  0.241
H  1.35  -0.44  -0.54  0.252
C  -6.39  -2.44  2.54  0.528
O  -7.34  -2.48  3.30  -0.621
N  -5.12  -2.10  2.88  -0.432
C  -4.04  -2.07  1.92  -0.405
C  -4.84  -1.75  4.26  -0.418
H  -6.49  -2.69  1.47  0.103
H  -3.26  -2.77  2.24  0.195
H  -3.63  -1.07  1.87  0.208
H  -4.39  -2.36  0.93  0.208
H  -5.10  -2.59  4.91  0.213
H  -5.46  -0.89  4.54  0.214
H  -3.79  -1.50  4.38  0.205

Computed properties:
* maximum force: 4.26 eV Å⁻¹
* electronic energy: -47871.593 eV
* SMILES string: O=C(Cl)Cc1cnc2ccc(N(C(=O)F)C(=O)F)cc2n1.CN(C)C=O
* multiplicity: 1
* molar mass: 386.74 g/mol



Entry 3:
Computed, not measured: C15H13ClF3N3ORhS5 as an isolated structure, with the ωB97M-V functional and the def2-TZVPD basis.

Last column: natural (NBO) charge in e.
Cartesian coordinates (Å):
Rh  -0.46  0.44  0.01  0.627
O  5.91  0.11  -3.05  -0.581
C  4.85  0.10  -2.48  0.184
S  4.19  1.49  -1.61  0.341
C  2.69  0.75  -1.07  -0.415
C  2.49  -0.59  -1.46  -0.425
S  1.16  -1.53  -1.09  -0.054
S  3.77  -1.30  -2.44  0.322
S  1.65  1.70  -0.16  -0.071
Cl  1.78  4.19  -4.35  -0.040
C  0.71  2.99  -3.66  -0.076
C  -0.32  3.38  -2.82  -0.227
C  -1.15  2.43  -2.26  -0.215
C  -0.97  1.05  -2.52  -0.080
C  -1.73  0.05  -1.84  -0.591
C  0.07  0.70  -3.43  -0.227
C  0.90  1.65  -3.97  -0.190
H  -0.46  4.43  -2.59  0.219
H  -1.94  2.73  -1.59  0.239
H  -1.65  -0.97  -2.18  0.204
H  -2.69  0.34  -1.43  0.210
H  0.22  -0.35  -3.66  0.218
H  1.70  1.36  -4.65  0.213
C  -2.56  -4.12  3.48  -0.595
C  -1.03  -4.04  3.46  -0.441
C  -0.55  -2.66  3.13  0.040
N  -0.57  -2.18  1.94  -0.233
N  -0.14  -0.87  1.89  -0.371
C  0.20  -0.40  3.05  0.254
N  0.73  0.84  3.24  -0.793
S  0.01  -1.55  4.33  0.318
H  -2.90  -5.13  3.71  0.203
H  -2.96  -3.82  2.52  0.224
H  -2.97  -3.44  4.24  0.206
H  -0.63  -4.72  2.71  0.233
H  -0.62  -4.35  4.43  0.207
H  0.63  1.44  2.43  0.430
H  0.50  1.29  4.11  0.391
F  -2.33  1.31  2.28  -0.416
C  -1.70  1.86  1.16  0.577
F  -2.77  2.43  0.49  -0.402
F  -1.06  2.97  1.71  -0.415

Computed properties:
* maximum force: 0.24 eV Å⁻¹
* electronic energy: -100144.256 eV
* relative energy (zero: lowest compared OMol25 entry of this formula, charge and spin): 0.000 eV
* total charge: -1
* multiplicity: 5
* molar mass: 606.98 g/mol
* expectation value of S²: 6.044



Question: The highest electronic energy belongs to which entry?
Answer: C15H13ClF2N4O4



Question: Which value of molar mass does entry 2 give?
Answer: 386.74 g/mol